(1)
This record from OMol25 describes a molecular structure, C54H76BrN10O14PSi2. The level of theory is wB97M-V/def2-TZVPD.

Calculated values
Charge: 0
Multiplicity: 1
E_LUMO: -0.908 eV
E_tot: -195870.890 eV
Largest force on an atom: 4.720 eV Å⁻¹

```
158
Properties=species:S:1:pos:R:3:mulliken_charge:R:1
C 5.2086 -3.8435 1.1227 -0.5423
O 5.8933 -2.9805 2.0367 -0.5070
C 6.1132 -1.6865 1.4512 0.1172
C 6.3887 -0.5922 2.5592 -0.8245
C 5.4635 0.6872 2.4589 -0.3017
C 3.9185 0.3288 2.3887 0.0089
C 2.9704 1.6246 2.5035 -0.7468
C 2.1166 1.6713 1.1729 0.3431
C 0.7863 2.5263 1.2613 -0.5742
C -0.4659 1.8764 0.5400 -0.8795
C -0.1511 1.1876 -0.8447 0.3813
C -0.1293 2.1801 -2.0856 -0.7969
Si 1.5547 2.3251 -2.9632 0.6620
Br 1.2231 2.8738 -5.1802 -0.4109
C 2.6554 0.7827 -2.8774 0.0175
C 1.9613 -0.6260 -3.1560 -0.6030
C 0.5730 -0.6026 -3.8989 0.1889
C 0.2966 -2.1139 -4.4065 -0.4269
N 0.9840 -3.1301 -3.6024 0.5561
C 2.1659 -3.8423 -3.9328 -0.3518
C 2.6243 -4.8200 -2.9367 -0.6587
C 1.5520 -4.7216 -1.8696 -0.4112
C 0.6171 -3.6815 -2.3407 -0.6880
O 2.2939 3.7482 -2.2857 -0.5431
Si 4.0024 3.6869 -2.2958 0.3115
C 4.8059 3.4995 -4.0076 -0.5218
C 6.3671 3.1674 -3.7453 -0.1696
C 6.8945 1.9556 -4.6128 -1.1451
C 6.7027 0.5323 -3.9323 0.0724
N 7.8394 0.1184 -3.0791 -0.3084
C 7.6794 0.4926 -1.6811 0.1391
N 8.7557 0.7645 -1.0080 -0.7251
N 6.4065 0.6099 -0.9737 -0.0121
P 4.7383 5.6355 -1.4601 0.9490
N 4.0359 5.9236 -0.0646 -0.8404
O 6.4273 5.5341 -1.3469 -0.5296
O 4.4665 6.9100 -2.5386 -0.5165
H 5.1836 -4.8740 1.5737 0.1730
H 5.7780 -3.8937 0.1463 0.3094
H 4.1399 -3.5334 0.9349 0.2551
H 7.0270 -1.7573 0.7799 0.3249
H 5.2579 -1.4282 0.7566 -0.0579
H 6.2515 -1.0575 3.5788 0.3953
H 7.4768 -0.3078 2.4708 0.2698
H 5.7000 1.2196 1.4881 -0.1555
H 5.6492 1.3428 3.3517 0.4052
H 3.6195 -0.4839 3.1148 0.3469
H 3.7558 -0.1188 1.3609 -0.1733
H 3.6619 2.5038 2.6226 0.3557
H 2.3459 1.5445 3.4329 0.3551
H 1.8020 0.6044 0.9643 0.2518
H 2.7590 2.0928 0.3497 -0.5162
H 0.9359 3.6054 0.9453 0.1745
H 0.5192 2.5899 2.3639 0.3413
H -1.1896 2.7194 0.3207 0.1862
H -0.9788 1.1723 1.2516 0.3495
H -1.0018 0.4615 -1.0367 0.3991
H 0.7822 0.5631 -0.8467 -0.4574
H -0.8518 1.7795 -2.8624 0.3857
H -0.4846 3.2222 -1.8515 0.4788
H 3.1815 0.6844 -1.8757 -0.2838
H 3.4645 0.9028 -3.6646 0.0180
H 2.6701 -1.2053 -3.8207 0.4186
H 1.8257 -1.1341 -2.1619 0.1437
H -0.3027 -0.3803 -3.2186 -0.0408
H 0.5519 0.0164 -4.8392 0.0413
H 0.6135 -2.2072 -5.4777 0.3534
H -0.8122 -2.3387 -4.3715 -0.2006
H 2.7414 -3.6883 -4.8773 0.3463
H 3.5428 -5.4488 -3.0027 0.3932
H 1.5365 -5.3414 -0.9463 0.4411
H -0.2883 -3.4030 -1.7542 0.4085
H 4.4084 2.5811 -1.4043 -0.1284
H 4.7826 4.5032 -4.5345 0.4651
H 4.3553 2.7136 -4.6681 0.5285
H 6.5401 2.9334 -2.6478 -0.0712
H 6.9609 4.0833 -4.0135 0.4179
H 8.0076 2.0634 -4.8018 0.3789
H 6.4141 1.9102 -5.6325 0.4031
H 5.6976 0.5227 -3.4218 -0.1603
H 6.6320 -0.2378 -4.7612 0.4361
H 7.9239 -0.9053 -3.0713 0.3272
H 8.4325 1.0107 -0.0570 0.3294
H 5.6611 0.0552 -1.3968 0.1348
H 6.1866 1.6057 -0.9534 -0.0714
H 3.3902 5.1336 0.0964 0.2090
H 6.6478 4.8295 -0.7113 0.3436
H 4.8310 7.7333 -2.1561 0.3334
C -4.2143 -7.1428 -4.4709 -0.3923
C -3.4972 -6.4314 -5.4258 -0.5387
C -3.2372 -5.0812 -5.2362 -0.1947
C -3.6971 -4.4555 -4.0838 0.1423
C -4.4210 -5.1569 -3.1275 -0.3876
C -4.6793 -6.5062 -3.3257 -0.4578
N -3.4035 -3.0379 -3.8682 1.1407
O -2.7810 -2.4473 -4.7366 -0.7038
O -3.7909 -2.5281 -2.8342 -0.6212
H -4.4109 -8.1988 -4.6193 0.3746
H -3.1380 -6.9312 -6.3172 0.3700
H -2.6778 -4.5361 -5.9858 0.4208
H -4.7846 -4.6711 -2.2310 0.4443
H -5.2401 -7.0640 -2.5856 0.3742
C 5.2014 -10.7993 2.1339 -0.3893
C 6.3464 -10.2100 1.6105 -0.4611
C 6.2566 -9.0093 0.9196 -0.3496
C 5.0146 -8.4060 0.7634 0.0502
C 3.8639 -8.9915 1.2768 -0.1929
C 3.9616 -10.1937 1.9640 -0.5166
N 4.9191 -7.1269 0.0570 0.9372
O 5.9468 -6.6519 -0.3970 -0.5663
O 3.8172 -6.6091 -0.0339 -0.4884
H 5.2756 -11.7344 2.6778 0.3715
H 7.3103 -10.6861 1.7440 0.3725
H 7.1541 -8.5584 0.5160 0.4351
H 2.8943 -8.5263 1.1526 0.4398
H 3.0715 -10.6579 2.3712 0.3667
C -2.8790 7.8796 0.4269 -0.4164
C -4.2486 7.8456 0.6632 -0.5278
C -4.8303 6.7153 1.2217 -0.2237
C -4.0291 5.6263 1.5433 -0.0016
C -2.6606 5.6493 1.3030 -0.2616
C -2.0865 6.7820 0.7421 -0.5524
N -4.6375 4.4413 2.1572 1.0566
O -5.8430 4.4524 2.3353 -0.6244
O -3.9073 3.5153 2.4590 -0.6173
H -2.4271 8.7659 -0.0042 0.3850
H -4.8627 8.7028 0.4146 0.3751
H -5.8976 6.6994 1.4018 0.4381
H -2.0320 4.8019 1.5473 0.5114
H -1.0199 6.8114 0.5535 0.4470
C -7.9836 4.1157 4.8132 -0.4846
C -7.9444 5.4915 5.0067 -0.3447
C -8.5056 6.0496 6.1471 -0.3703
C -9.0998 5.2183 7.0893 -0.0493
C -9.1501 3.8430 6.9002 -0.2528
C -8.5889 3.2935 5.7558 -0.5417
N -9.6712 5.8003 8.3058 1.0129
O -9.6268 7.0112 8.4309 -0.6093
O -10.1550 5.0410 9.1258 -0.6100
H -7.5397 3.6832 3.9244 0.5009
H -7.4727 6.1287 4.2681 0.4094
H -8.4698 7.1223 6.2885 0.4441
H -9.6165 3.1931 7.6294 0.4370
H -8.6197 2.2220 5.5991 0.4531
C -12.0439 -2.3668 3.3419 -0.3806
C -11.2989 -1.6783 2.3915 -0.4597
C -10.9938 -0.3378 2.5850 -0.2887
C -11.4367 0.3009 3.7368 0.0534
C -12.1880 -0.3773 4.6884 -0.2740
C -12.4915 -1.7170 4.4863 -0.4699
N -11.0956 1.7087 3.9567 1.0155
O -10.4517 2.2778 3.0940 -0.5855
O -11.4714 2.2281 4.9914 -0.5786
H -12.2759 -3.4152 3.1905 0.3692
H -10.9534 -2.1882 1.5003 0.3653
H -10.4130 0.1896 1.8390 0.4407
H -12.5385 0.1190 5.5844 0.4383
H -13.0742 -2.2567 5.2230 0.3687
```



(2)
This record from OMol25 describes 6 unconnected molecules or ions with the total composition C14H30N4O8P2. The level of theory is wB97M-V/def2-TZVPD.

Calculated values
Charge: 0
Multiplicity: 1
Energy above the lowest of the compared OMol25 structures with the same formula, charge and spin: 0.738 eV
E_LUMO: 0.514 eV
SMILES: COP(=O)(OC)OC.COP(=O)(OC)OC.CC#N.CC#N.CC#N.CC#N
E_tot: -55924.921 eV
Largest force on an atom: 3.797 eV Å⁻¹

```
58
Properties=species:S:1:pos:R:3:mulliken_charge:R:1
C 15.9085 13.8652 11.8827 -0.3833
O 15.3948 14.6081 12.9921 -0.3159
P 13.8221 14.7292 13.0536 -0.0623
O 13.1985 15.2089 11.8069 -0.0132
O 13.1702 13.3076 13.4915 0.4107
C 13.6405 12.7195 14.6715 -0.8858
O 13.4342 15.7563 14.2387 -0.3669
C 13.5967 17.0860 13.8921 -0.7245
H 15.3232 14.2086 11.0117 0.0962
H 15.7645 12.7689 11.9896 0.1540
H 16.9858 14.0802 11.7348 0.2499
H 12.9468 12.0641 15.1951 0.2828
H 13.9802 13.4950 15.3820 0.3153
H 14.5753 12.1077 14.5511 0.2909
H 12.5980 17.4160 13.5026 0.2093
H 14.2840 17.2936 13.0732 0.3289
H 13.8206 17.6942 14.7817 0.2725
C 10.5064 14.7274 12.9568 -0.1559
O 9.2210 14.2618 12.5204 -0.4543
P 9.2796 12.9788 11.5614 0.4978
O 10.0980 13.0781 10.3643 -0.0327
O 7.7263 12.8655 11.4104 -0.3374
C 6.9744 13.0479 10.1850 -0.5808
O 9.6389 11.7484 12.5393 -0.3436
C 9.3635 10.3584 12.0137 -0.6166
H 11.1633 14.5154 12.1164 -0.0966
H 10.9895 14.1254 13.7589 0.2317
H 10.4544 15.7345 13.3273 0.2415
H 7.4244 13.7540 9.5465 0.2742
H 5.9350 13.3307 10.4311 0.2339
H 7.0920 12.0259 9.6430 0.2384
H 9.1136 9.8227 12.9001 0.3701
H 10.2682 9.8632 11.6239 0.1790
H 8.5505 10.3422 11.2670 0.2778
C 10.4959 7.3029 7.9278 -0.8336
C 10.1280 7.5494 9.3411 0.4726
N 9.8063 7.4806 10.4382 -0.4365
H 10.7754 6.2204 7.8441 0.2827
H 11.3957 7.8206 7.8171 0.2789
H 9.7733 7.5230 7.1794 0.2913
C 10.8235 12.7256 7.2684 -0.2330
C 11.1900 11.2964 7.2971 0.2992
N 11.4211 10.1897 7.3617 -0.4196
H 11.7726 13.2133 7.2101 0.1875
H 10.4255 12.9796 8.2678 -0.1448
H 10.0714 13.0156 6.5622 0.4062
C 13.1437 10.9598 9.9759 0.1179
C 13.9929 10.7172 11.0871 0.1115
N 14.5760 10.4255 12.0339 -0.5472
H 13.5902 11.6001 9.1572 0.2509
H 12.2359 11.4554 10.3758 -0.2068
H 12.8657 9.9667 9.6889 0.2123
C 12.5492 15.6609 8.8224 -0.0705
C 13.7584 14.7979 8.5475 0.3766
N 14.6510 14.1413 8.3187 -0.5184
H 12.6434 16.5432 8.2380 0.3897
H 12.7031 15.8850 9.8877 -0.1129
H 11.5486 15.1869 8.5860 0.0607
```



(3)
This record from OMol25 describes 2 unconnected molecules or ions with the total composition C4H6NO3. The level of theory is wB97M-V/def2-TZVPD.

Calculated values
Charge: -1
Multiplicity: 1
Energy above the lowest of the compared OMol25 structures with the same formula, charge and spin: 4.405 eV
E_LUMO: 4.125 eV
E_tot: -11876.064 eV
Largest force on an atom: 5.833 eV Å⁻¹

```
14
Properties=species:S:1:pos:R:3:mulliken_charge:R:1
C -0.7357 1.4372 -0.6022 -1.0025
C 0.5696 1.2773 -0.4265 -0.1052
C 3.2222 0.0810 0.2203 0.7156
C 0.2978 -1.5976 0.1118 -0.5561
N 1.4350 0.2644 -0.8009 -0.3689
O 3.5275 -1.0538 0.0570 -0.5170
O 3.4217 1.1602 0.6522 -0.5206
O 0.7796 -0.9795 -1.0675 -0.3260
H -1.0063 2.2878 -0.2319 0.3750
H -1.2523 0.6680 -1.0854 0.3059
H 1.1435 2.1160 -0.1313 0.3230
H 0.0661 -0.6888 0.7525 0.2758
H 1.0632 -2.2432 0.5601 0.1999
H -0.6376 -2.1386 -0.2157 0.2012
```



(4)
This record from OMol25 describes 2 unconnected molecules or ions with the total composition C3H8N3O. The level of theory is wB97M-V/def2-TZVPD.

Calculated values
Charge: +1
Multiplicity: 1
Energy above the lowest of the compared OMol25 structures with the same formula, charge and spin: 3.015 eV
E_LUMO: -3.074 eV
E_tot: -9749.449 eV
Largest force on an atom: 2.583 eV Å⁻¹

```
15
Properties=species:S:1:pos:R:3:mulliken_charge:R:1
C -2.8428 0.2437 3.0980 -0.1187
C 0.8795 -0.0213 -0.8435 0.7736
C 1.2982 0.4975 -2.1647 -1.0793
N -2.1280 -0.4199 2.5068 0.3940
N -0.3740 0.1323 -0.4346 -0.2444
N 1.7780 -0.6525 -0.0657 -0.3541
O -1.3406 -0.9191 1.7665 -0.6830
H 1.4326 -1.2394 0.7032 0.2496
H -3.4347 0.8755 3.8001 0.4149
H 2.3705 0.7162 -2.2494 0.3568
H 0.8776 -0.2651 -2.9267 0.3009
H 0.7817 1.4882 -2.4605 0.3194
H -1.1387 0.6446 -0.7869 0.2375
H -0.8364 -0.1366 0.4561 0.1782
H 2.6771 -0.9441 -0.3985 0.2544
```



(5)
This record from OMol25 describes C3H7NO in the gas phase. The level of theory is wB97M-V/def2-TZVPD.

Calculated values
Charge: 0
Multiplicity: 1
Energy above the lowest of the compared OMol25 structures with the same formula, charge and spin: 5.056 eV
E_LUMO: 0.876 eV
SMILES: OC[C@@H]1CN1
E_tot: -6757.695 eV
Largest force on an atom: 6.953 eV Å⁻¹

```
12
Properties=species:S:1:pos:R:3:mulliken_charge:R:1
O 1.1557 1.5412 0.1400 -0.5677
C -0.2702 1.1706 -0.2982 -0.3892
C -0.3170 -0.3272 -0.3662 0.1097
C -0.4492 -1.2611 0.8717 -0.4878
N 0.4184 -1.4816 -0.2718 -0.5773
H 1.7047 2.1557 -0.3633 0.2842
H -0.4094 1.2472 -1.3443 0.3071
H -1.0139 1.4392 0.4086 0.2613
H -1.1464 -0.2606 -1.1652 0.1665
H -0.0050 -0.8213 1.5959 0.3782
H -1.2914 -1.9744 0.9750 0.2209
H 1.6240 -1.4274 -0.1823 0.2942
```



(6)
This record from OMol25 describes a molecular structure, C32H34N6OPRuS2. The level of theory is wB97M-V/def2-TZVPD.

Calculated values
Charge: +3
Multiplicity: 1
E_LUMO (spin up / spin down): -11.597 / -11.594 eV
E_tot: -78240.895 eV
Largest force on an atom: 1.868 eV Å⁻¹

```
77
Properties=species:S:1:pos:R:3:mulliken_charge:R:1
Ru 1.1345 -0.8632 -0.5839 0.1425
C 3.3349 -2.8691 4.0233 -0.8312
N 2.3946 -2.6819 2.9144 0.0832
C 1.2344 -3.3896 2.7663 -0.9229
C 0.6195 -2.9096 1.6533 -0.6040
N 1.3904 -1.9022 1.1358 0.9065
C 2.4740 -1.7871 1.9148 -0.1031
P 3.9115 -0.7187 1.5763 -0.3615
C 4.0665 -1.2304 -0.1716 0.0896
N 3.0486 -1.3775 -1.0301 0.7175
C 3.5866 -1.7679 -2.2311 -0.6477
C 4.9359 -1.8630 -2.0855 -0.6027
N 5.2205 -1.5248 -0.7918 0.1390
C 6.5661 -1.4970 -0.2098 -0.7724
C 2.9443 0.7834 1.2438 -0.1439
N 1.9935 0.8369 0.3143 0.6150
C 1.5938 2.1425 0.2195 -1.0832
C 2.3295 2.8802 1.1011 -0.4208
N 3.1759 2.0158 1.7350 0.1668
C 4.1438 2.3824 2.7723 -0.7595
H 3.3833 -3.9285 4.2593 0.3562
H 2.9912 -2.3161 4.8950 0.3304
H 4.3221 -2.5222 3.7321 0.3599
H 0.9409 -4.1656 3.4516 0.4834
H -0.3031 -3.2353 1.2099 0.4918
H 2.9875 -1.9617 -3.1038 0.4908
H 5.7036 -2.1425 -2.7857 0.4509
H 7.2820 -1.6817 -1.0047 0.3240
H 6.6633 -2.2732 0.5458 0.3309
H 6.7642 -0.5202 0.2245 0.3300
H 0.8645 2.4692 -0.5014 0.7058
H 2.3207 3.9341 1.3192 0.4774
H 4.1142 3.4600 2.8993 0.3229
H 5.1464 2.0894 2.4691 0.3291
H 3.8822 1.9041 3.7132 0.3343
O -0.6117 0.0843 -0.4894 0.0239
S -2.0400 0.4665 -0.0021 0.3235
C -1.8963 2.1424 0.6411 -0.7656
C -3.2095 2.5195 1.2759 0.1246
C -3.6823 1.8257 2.3889 -0.2097
C -4.8717 2.2044 2.9882 -0.8193
C -5.5907 3.2812 2.4830 -0.4678
C -5.1216 3.9763 1.3775 -0.7878
C -3.9338 3.5949 0.7708 -0.2842
C -2.9800 0.7246 -1.5374 -1.2229
C -2.5036 1.8267 -2.4313 0.1327
C -1.3024 1.7191 -3.1324 0.0606
C -0.8878 2.7441 -3.9671 -0.8835
C -1.6747 3.8795 -4.1190 -0.4690
C -2.8808 3.9827 -3.4415 -0.7979
C -3.2940 2.9600 -2.5997 -0.2590
H -1.6240 2.8001 -0.1856 0.4884
H -1.0788 2.0839 1.3619 0.6222
H -3.1200 0.9900 2.7918 0.4023
H -5.2363 1.6681 3.8534 0.4223
H -6.5147 3.5818 2.9572 0.4223
H -5.6767 4.8208 0.9928 0.4244
H -3.5599 4.1458 -0.0832 0.5589
H -3.9938 0.9010 -1.1678 0.6237
H -2.9599 -0.2544 -2.0190 0.5255
H -0.7026 0.8201 -3.0423 0.4286
H 0.0367 2.6518 -4.5210 0.4528
H -1.3543 4.6753 -4.7771 0.4271
H -3.5082 4.8527 -3.5788 0.4437
H -4.2424 3.0384 -2.0821 0.6076
S 0.3688 -2.5835 -1.9710 -0.0155
C -1.1059 -3.3573 -1.6613 1.0011
C -1.4685 -4.3792 -2.5837 -0.5755
C -2.6484 -5.0664 -2.4246 -0.7088
C -3.4876 -4.7582 -1.3548 -0.4240
C -3.1493 -3.7473 -0.4393 -0.9009
C -1.9790 -3.0507 -0.5869 0.0210
H -0.8008 -4.6083 -3.4039 0.5022
H -2.9237 -5.8419 -3.1255 0.4451
H -4.4143 -5.3019 -1.2269 0.4602
H -3.8191 -3.5220 0.3795 0.4911
H -1.7181 -2.2593 0.1030 0.4305
```